(1)
{"formula": "C22H16BrCl3N2O3Pd", "method": "ωB97M-V/def2-TZVPD", "gap_ev": [1.984, 1.984], "e_homo_ha": [-0.457, -0.457], "total_charge": 2, "multiplicity": 1, "lumo_ha": [-0.3844, -0.3844], "species": ["Pd", "O", "C", "C", "C", "C", "C", "C", "C", "O", "N", "N", "C", "C", "Br", "C", "C", "C", "C", "C", "C", "C", "H", "H", "H", "H", "H", "H", "H", "H", "H", "H", "H", "H", "H", "H", "Cl", "C", "C", "C", "Cl", "C", "O", "C", "Cl", "C", "H", "H"], "coordinates": [[-0.1402, -0.7480, -0.1312], [-3.6157, -1.0340, -2.2165], [-4.3133, -0.0011, -1.9174], [-5.5524, 0.2159, -2.5996], [-6.3391, 1.2672, -2.2328], [-5.9249, 2.1228, -1.1955], [-4.6915, 1.9312, -0.5319], [-3.8689, 0.9049, -0.8838], [-2.4955, 0.7039, -0.2732], [-2.1237, -0.6439, -0.3204], [-1.5328, 1.4659, -1.0956], [-0.2336, 1.1143, -0.7296], [0.7718, 1.8898, -0.8932], [2.1250, 1.4719, -0.6423], [2.3122, -0.3692, -0.1111], [3.1670, 2.3167, -0.7223], [4.5910, 2.1252, -0.5234], [5.2655, 0.9305, -0.8041], [6.6273, 0.8376, -0.5859], [7.3291, 1.9242, -0.0780], [6.6753, 3.1213, 0.1819], [5.3190, 3.2284, -0.0601], [-2.8300, -1.0645, -1.5220], [-5.8323, -0.4861, -3.3735], [-7.2857, 1.4415, -2.7248], [-6.5597, 2.9473, -0.8995], [-4.4079, 2.6132, 0.2607], [-2.4936, 1.0557, 0.7679], [-1.6701, 2.4737, -1.0733], [0.6162, 2.9061, -1.2480], [2.8734, 3.3419, -0.9382], [4.7505, 0.0945, -1.2549], [7.1485, -0.0789, -0.8258], [8.3940, 1.8435, 0.0940], [7.2262, 3.9726, 0.5566], [4.8107, 4.1672, 0.1237], [-1.2847, -5.8853, 5.0209], [-0.9519, -4.9495, 3.6527], [-0.9379, -3.5436, 3.7788], [-0.6731, -2.7746, 2.6897], [-0.6299, -1.0637, 2.8538], [-0.4043, -3.3652, 1.3949], [-0.1525, -2.7273, 0.3407], [-0.4235, -4.8196, 1.3301], [-0.1036, -5.5406, -0.1737], [-0.6923, -5.5817, 2.4305], [-1.1327, -3.0920, 4.7413], [-0.7055, -6.6602, 2.3631]], "forces_ev_per_angstrom": [[-0.282, 0.349, -0.289], [1.251, -1.059, 0.057], [-0.867, 1.159, 0.354], [0.632, -0.257, 0.262], [0.056, 0.384, 0.351], [0.248, -0.013, 0.135], [-0.764, 0.453, -0.162], [0.094, -0.728, -0.508], [-0.493, 0.228, -0.119], [0.693, -0.097, 0.281], [0.216, -0.117, 0.084], [-0.106, -0.005, -0.006], [-0.010, -0.074, 0.011], [0.080, 0.136, -0.017], [-0.029, 0.011, -0.026], [-0.023, -0.066, 0.030], [0.033, 0.002, -0.012], [-0.020, 0.021, 0.014], [0.005, 0.003, 0.007], [0.001, 0.003, -0.002], [0.012, -0.009, 0.000], [-0.018, -0.006, 0.013], [-0.568, -0.150, -0.636], [0.012, 0.007, 0.015], [-0.002, 0.013, 0.005], [0.019, -0.022, 0.006], [-0.018, 0.023, 0.017], [0.059, 0.045, 0.005], [-0.054, -0.030, -0.002], [-0.007, -0.015, -0.004], [-0.011, -0.008, -0.020], [-0.035, -0.026, -0.001], [0.001, 0.000, -0.002], [0.000, 0.000, 0.000], [0.000, 0.001, -0.002], [0.001, 0.001, -0.002], [0.089, 0.257, -0.383], [-0.109, -0.313, 0.389], [0.017, 0.348, -0.061], [-0.142, 0.668, 0.699], [-0.006, -0.416, 0.018], [0.252, 0.758, -1.310], [-0.217, -0.593, 1.102], [0.008, -0.929, -0.262], [-0.069, 0.161, 0.304], [0.073, -0.104, -0.324], [-0.002, 0.015, -0.001], [-0.001, -0.008, -0.006]]}

---

(2)
{"formula": "C4H10NOS", "method": "ωB97M-V/def2-TZVPD", "s2": 2.01, "gap_ev": [7.655, 6.991], "e_homo_ha": [-0.396, -0.530], "e_above_lowest_kcal_mol": 44.2, "total_charge": 1, "multiplicity": 3, "lumo_ha": [-0.1147, -0.2731], "species": ["C", "C", "C", "C", "N", "O", "S", "H", "H", "H", "H", "H", "H", "H", "H", "H", "H"], "coordinates": [[-1.2111, -0.6852, 0.3106], [0.2130, -0.8100, 1.0430], [-0.8223, -0.5920, -1.1124], [0.9619, 0.2999, 0.3119], [0.4118, 0.4229, -1.0592], [0.2205, 1.8425, 1.0842], [2.7040, 0.4963, 0.5673], [-1.8832, -1.3917, 0.7159], [-1.4308, 0.3674, 0.7583], [0.1766, -0.7141, 2.1436], [0.6215, -1.7795, 0.7536], [-0.3698, -1.5743, -1.2807], [-1.3293, -0.4197, -2.0071], [1.0103, 0.3209, -1.8664], [-0.0226, 1.3729, -0.9396], [0.5548, 1.6939, 1.9762], [3.1069, 1.7051, 0.0601]], "forces_ev_per_angstrom": [[1.524, 4.038, 3.120], [-0.368, 0.007, -1.488], [3.246, -1.264, 0.530], [2.738, -4.109, -1.512], [-2.715, 0.220, 1.776], [-0.912, 3.317, 1.029], [-0.546, -0.084, 0.180], [-0.880, -0.852, -0.363], [-0.827, -1.678, -1.070], [-0.057, 0.056, -0.642], [0.218, -0.247, 0.420], [0.404, 0.088, -0.425], [-1.749, 0.950, -0.782], [0.435, 0.195, -0.109], [0.383, -0.528, -1.337], [-0.046, 0.142, 0.649], [-0.849, -0.251, 0.025]]}

---

| no. | total energy (Ha) |
| --- | --- |
| 1 | -5264.92955 |
| 2 | -686.10807 |